1.
21
Properties=species:S:1:pos:R:3:forces:R:3:mulliken_charge:R:1 method="wB97M-V/def2-TZVPD" smiles=C[C@@H]1[C@H](C)C1(C)C homo_ev=-7.61 fmax_ev_per_a=2.3 total_energy_ha=-275.00442 total_charge=0 homo_lumo_gap_ev=8.604
C -1.606 -1.096 -0.247 -0.1 0.0 -0.1 -1.562
C -0.514 -0.232 -0.874 0.2 -0.4 -0.2 0.169
C -0.324 1.181 -0.400 0.9 -0.3 1.0 -0.391
C -1.255 1.786 0.624 0.1 0.0 0.3 -1.220
C 0.748 -0.141 -0.117 -0.1 -0.8 -0.1 1.161
C 0.950 -0.842 1.190 -0.1 -0.1 0.1 -1.479
C 1.972 -0.105 -1.041 -0.1 0.1 0.1 -1.730
H -1.331 -2.151 -0.376 -0.1 0.2 0.0 0.383
H -2.575 -0.945 -0.728 0.1 0.0 0.0 0.371
H -1.744 -0.936 0.827 0.1 0.1 -0.3 0.321
H -0.403 -0.455 -1.935 -0.1 0.1 -0.1 0.394
H 0.732 1.477 -0.232 -0.6 1.5 -1.6 0.393
H -2.193 2.141 0.167 0.3 -0.3 -0.1 0.322
H -0.776 2.675 1.043 -0.1 -0.1 0.1 0.355
H -1.534 1.112 1.441 0.0 0.1 0.1 0.293
H 1.909 -0.578 1.650 -0.2 0.0 -0.1 0.439
H 0.950 -1.923 1.005 0.0 0.0 0.2 0.303
H 0.156 -0.613 1.905 0.1 -0.1 0.0 0.256
H 1.798 0.547 -1.908 -0.1 -0.1 0.2 0.399
H 2.906 0.218 -0.561 -0.2 0.0 0.1 0.408
H 2.134 -1.120 -1.432 0.0 0.2 0.1 0.415

2.
21
Properties=species:S:1:pos:R:3:forces:R:3:mulliken_charge:R:1 method="wB97M-V/def2-TZVPD" smiles="C=C[C@]1(C)C[C@H]1C.[H][H]" homo_ev=-8.99 fmax_ev_per_a=0.2 total_energy_ha=-275.03095 total_charge=0 homo_lumo_gap_ev=10.104
C 2.610 -0.047 -0.302 -0.1 0.0 0.0 -0.802
C 1.401 -0.547 -0.550 0.1 -0.1 0.1 -0.506
C -0.529 -1.583 0.701 0.0 -0.2 0.1 -0.914
C -1.139 -0.749 -0.382 -0.1 0.0 -0.1 0.068
C -2.452 -0.040 -0.141 0.0 0.0 0.0 -1.577
C 0.168 -0.311 0.255 0.1 0.1 0.0 1.655
C 0.205 0.873 1.204 0.0 0.0 0.0 -1.678
H 1.197 1.988 -1.801 0.0 0.1 0.0 -0.245
H 2.799 0.620 0.538 -0.1 -0.1 -0.2 0.251
H 3.461 -0.303 -0.927 -0.2 0.0 0.1 0.265
H 1.278 -1.229 -1.395 0.0 0.1 0.1 0.227
H -0.063 -2.531 0.446 -0.1 0.2 0.0 0.256
H -1.003 -1.562 1.681 0.1 0.0 -0.2 0.285
H -1.036 -1.142 -1.395 0.0 0.1 0.2 0.366
H -2.577 0.240 0.910 0.0 -0.1 -0.2 0.305
H -2.543 0.870 -0.746 0.0 -0.1 0.1 0.330
H -3.286 -0.704 -0.394 0.1 0.1 0.0 0.394
H 0.861 2.603 -2.053 0.0 0.0 0.0 0.254
H 0.667 1.742 0.723 -0.1 -0.1 0.0 0.367
H 0.780 0.641 2.107 0.0 0.0 -0.1 0.353
H -0.798 1.172 1.518 0.1 -0.1 0.0 0.349

3.
21
Properties=species:S:1:pos:R:3:forces:R:3:mulliken_charge:R:1 method="wB97M-V/def2-TZVPD" smiles="C=CCCCCC" homo_ev=-9.62 fmax_ev_per_a=1.3 total_energy_ha=-275.08594 total_charge=0 homo_lumo_gap_ev=10.874
C 1.080 -2.685 1.369 -0.2 0.0 -0.4 -1.154
C 1.608 -1.600 0.450 0.5 0.2 -0.6 -0.511
C 0.767 -0.325 0.416 0.1 -0.1 0.6 -0.519
C -0.652 -0.495 -0.104 0.0 0.3 -0.4 -0.584
C -1.443 0.831 -0.161 1.2 -0.4 -0.2 -0.579
C -0.903 1.738 -1.225 -0.6 -0.1 -0.4 -0.127
C -0.705 3.034 -1.080 0.2 0.1 0.6 -0.763
H 1.718 -3.564 1.340 0.2 0.0 0.3 0.366
H 0.104 -3.037 1.031 -0.1 0.1 0.1 0.300
H 0.969 -2.292 2.377 0.1 -0.2 0.2 0.290
H 2.634 -1.317 0.711 -0.1 -0.1 0.3 0.329
H 1.738 -1.996 -0.565 -0.3 0.0 0.0 0.301
H 0.685 0.041 1.448 0.1 0.0 0.0 0.242
H 1.336 0.448 -0.108 -0.3 0.0 -0.2 0.359
H -1.203 -1.203 0.510 0.0 -0.1 0.2 0.344
H -0.632 -0.924 -1.111 0.0 -0.1 -0.1 0.310
H -1.297 1.347 0.793 -0.7 -0.1 0.1 0.295
H -2.471 0.569 -0.397 -0.3 0.3 0.3 0.307
H -0.786 1.290 -2.202 0.2 -0.1 -0.2 0.284
H -0.878 3.452 -0.091 0.1 0.3 -0.1 0.234
H -0.333 3.686 -1.858 -0.1 -0.1 -0.1 0.278

4.
21
Properties=species:S:1:pos:R:3:forces:R:3:mulliken_charge:R:1 method="wB97M-V/def2-TZVPD" smiles="C=C1CC1.[H][H].C=CC" homo_ev=-9.62 fmax_ev_per_a=0.2 total_energy_ha=-274.97600 total_charge=0 homo_lumo_gap_ev=10.836
C -2.178 1.619 0.274 0.0 -0.1 0.0 -0.847
C -1.833 0.336 0.210 0.0 0.2 0.0 0.182
C -2.348 -0.634 -0.813 0.0 0.0 -0.1 -1.032
C 0.950 -2.098 0.225 0.1 0.1 -0.1 -0.747
C 1.618 -1.043 -0.201 -0.1 -0.1 0.0 0.505
C 2.763 -0.140 -0.039 0.1 0.0 0.2 -0.462
C 1.748 0.052 -1.168 -0.2 0.0 -0.2 -0.472
H 0.561 2.356 0.740 0.1 0.0 0.0 -0.215
H -2.874 2.057 -0.440 0.1 -0.1 0.1 0.236
H -1.790 2.279 1.046 -0.1 -0.1 -0.1 0.303
H -1.128 -0.066 0.938 -0.1 0.1 -0.1 0.362
H -2.889 -1.458 -0.332 0.1 0.1 -0.1 0.281
H -3.028 -0.147 -1.520 0.1 -0.1 0.1 0.353
H -1.522 -1.080 -1.380 -0.1 0.1 0.1 0.176
H 1.277 -2.663 1.094 0.0 0.1 -0.1 0.238
H 0.050 -2.440 -0.281 0.2 0.1 0.1 0.234
H 1.219 2.583 1.004 -0.1 0.0 0.0 0.172
H 2.754 0.575 0.782 0.0 -0.1 -0.1 0.144
H 3.753 -0.504 -0.305 -0.2 0.0 0.0 0.232
H 2.067 -0.180 -2.182 0.0 0.0 0.2 0.221
H 1.057 0.891 -1.094 0.1 -0.1 0.0 0.139

5.
21
Properties=species:S:1:pos:R:3:forces:R:3:mulliken_charge:R:1 method="wB97M-V/def2-TZVPD" homo_ev="-8.42 / -8.35" fmax_ev_per_a=2.0 total_energy_ha=-274.86917 total_charge=0 homo_lumo_gap_ev="8.758 / 8.598"
C -1.659 1.437 -0.014 -0.2 0.1 0.1 -0.932
C -1.866 -0.030 0.171 -0.5 -0.1 -0.1 -0.050
C -2.583 -0.773 -0.669 -0.4 0.1 0.4 -0.574
C 0.656 -1.019 1.441 0.8 -0.2 0.4 -1.107
C 1.581 -0.141 1.091 0.0 -0.8 0.8 0.065
C 2.435 -0.429 -0.095 -0.5 0.0 -0.3 -0.346
C 1.785 0.469 -1.101 0.4 0.3 -0.4 -1.005
H -1.867 1.746 -1.044 -0.1 -0.1 0.2 0.288
H -2.351 1.930 0.672 0.1 0.4 0.0 0.345
H -0.635 1.763 0.214 -0.2 -0.3 0.1 0.188
H -1.516 -0.458 1.106 0.3 -0.1 -0.4 0.238
H -3.243 -0.268 -1.370 0.5 -0.2 -0.6 0.244
H -0.175 -0.416 -1.501 1.7 0.9 0.5 0.019
H -2.680 -1.850 -0.567 -0.2 0.2 0.2 0.273
H 0.211 -0.994 2.420 -0.7 0.2 0.0 0.407
H 0.481 -1.860 0.772 0.0 -0.1 0.4 0.272
H 1.716 0.816 1.597 0.2 -0.3 0.2 0.409
H 3.499 -0.274 0.192 -0.5 0.4 -0.6 0.309
H 2.353 -1.477 -0.389 0.0 0.1 0.1 0.284
H 1.917 0.307 -2.144 0.2 -0.1 -0.6 0.430
H 1.940 1.522 -0.782 -0.9 -0.5 -0.5 0.243

6.
21
Properties=species:S:1:pos:R:3:forces:R:3:mulliken_charge:R:1 method="wB97M-V/def2-TZVPD" smiles=CC[C@@]1(C)C[C@H]1C homo_ev=-9.66 fmax_ev_per_a=2.0 total_energy_ha=-275.05540 total_charge=0 homo_lumo_gap_ev=10.769
C -1.580 1.599 -0.042 0.0 -0.2 0.0 -1.149
C -0.358 1.084 -0.827 -0.2 -0.4 -0.4 -0.922
C 0.291 -0.270 -0.507 -0.2 -0.5 -0.4 1.360
C -0.141 -1.363 -1.598 0.2 0.1 0.5 -1.718
C 1.717 -0.450 -0.056 0.1 -0.1 -0.1 -0.965
C 0.585 -0.821 0.866 -0.1 -0.2 0.0 0.127
C 0.408 -0.083 2.179 0.0 0.0 -0.1 -1.553
H -2.194 2.221 -0.709 0.2 -0.1 0.2 0.392
H -2.196 0.746 0.259 0.0 0.1 0.0 0.289
H -1.396 2.202 0.858 0.3 -0.3 -0.3 0.295
H -0.735 0.638 -1.730 -0.9 1.5 -1.0 0.376
H 0.314 1.900 -1.137 0.1 -0.4 0.4 0.365
H 0.454 -1.297 -2.530 0.0 0.2 0.5 0.349
H -1.194 -1.324 -1.952 0.4 0.3 0.6 0.432
H -0.009 -2.384 -1.220 0.2 0.2 0.1 0.391
H 2.249 -1.230 -0.592 0.1 0.0 0.2 0.278
H 2.337 0.403 0.227 -0.4 -0.1 -0.1 0.279
H 0.335 -1.876 0.918 0.2 0.0 0.2 0.358
H -0.619 -0.154 2.556 0.1 0.0 -0.1 0.318
H 0.664 0.981 2.098 0.0 -0.2 -0.1 0.307
H 1.069 -0.522 2.939 -0.1 0.1 -0.2 0.391

7.
21
Properties=species:S:1:pos:R:3:forces:R:3:mulliken_charge:R:1 method="wB97M-V/def2-TZVPD" homo_ev=-7.93 fmax_ev_per_a=1.4 total_energy_ha=-274.97107 total_charge=0 homo_lumo_gap_ev=8.443
C 2.316 -0.272 0.066 0.0 0.0 0.0 -1.612
C 0.966 -0.420 -0.626 0.0 0.0 -0.1 0.468
C -0.072 -1.244 0.150 0.3 -0.1 0.1 -0.859
C -1.374 -0.999 -0.541 -0.1 -0.8 0.3 -0.212
C -2.464 -0.730 0.417 -0.1 0.5 0.2 -1.072
C 0.210 0.886 -0.910 -0.8 -0.4 -0.7 -0.422
C 0.040 1.852 0.248 0.0 0.0 0.1 -1.185
H 2.211 0.173 1.064 0.0 -0.1 -0.2 0.347
H 2.799 -1.250 0.189 -0.1 0.2 0.0 0.412
H 2.991 0.366 -0.518 -0.1 -0.1 0.1 0.366
H 1.107 -0.908 -1.599 0.0 0.0 0.2 0.303
H 0.129 -2.324 0.102 0.0 0.1 -0.1 0.480
H -0.058 -0.967 1.221 0.0 0.0 -0.1 0.269
H -0.801 0.433 -1.311 0.8 0.9 0.5 0.280
H -2.199 -0.408 1.427 0.3 0.1 0.2 0.319
H -3.200 -0.040 0.026 -0.3 0.1 -0.3 0.333
H -3.004 -1.669 0.545 0.0 -0.4 -0.2 0.382
H 0.584 1.405 -1.794 0.2 0.1 0.0 0.446
H 0.988 2.306 0.546 0.0 -0.1 -0.1 0.341
H -0.367 1.368 1.136 -0.1 -0.1 0.1 0.260
H -0.633 2.667 -0.015 0.0 0.0 0.0 0.356

8.
21
Properties=species:S:1:pos:R:3:forces:R:3:mulliken_charge:R:1 method="wB97M-V/def2-TZVPD" homo_ev=-10.29 fmax_ev_per_a=4.4 total_energy_ha=-274.88016 total_charge=0 homo_lumo_gap_ev=11.297
C 0.332 2.681 -0.254 -2.3 -0.7 2.8 -0.937
C -0.764 1.564 0.194 -1.3 2.9 2.9 -0.477
C -0.493 0.143 -0.090 1.3 -2.7 0.6 -0.663
C -1.728 -0.861 0.207 1.3 1.0 -0.7 -0.477
C -1.414 -2.334 -0.183 2.2 -0.7 -1.9 -0.665
C 2.696 -1.332 -0.052 -0.6 -0.5 -0.1 -0.420
C 3.641 -0.632 0.100 2.4 1.8 0.9 -0.329
H 1.289 2.217 0.149 -0.8 1.5 -0.7 0.257
H 0.266 2.820 -1.306 0.5 -0.1 -0.9 0.310
H -0.082 3.708 0.215 1.6 -2.3 -0.7 0.262
H -1.850 1.924 -0.050 1.9 -0.7 0.0 0.313
H -0.772 1.580 1.418 -0.1 0.3 -2.8 0.222
H 0.057 -0.129 -0.992 -1.2 0.4 -1.4 0.570
H 0.439 -0.126 0.458 -0.8 0.0 1.0 0.148
H -2.511 -0.257 -0.385 0.3 -1.7 1.4 0.317
H -1.804 -1.078 1.306 -0.9 1.7 -0.8 0.246
H -0.754 -2.690 0.829 -2.0 0.1 -3.2 0.199
H -2.420 -3.075 -0.568 3.4 2.3 1.5 0.263
H -0.488 -2.192 -1.201 -3.0 -1.1 2.9 0.099
H 1.850 -1.949 -0.172 -0.3 -0.3 -0.1 0.412
H 4.508 0.021 0.377 -1.5 -1.1 -0.7 0.352

9.
21
Properties=species:S:1:pos:R:3:forces:R:3:mulliken_charge:R:1 method="wB97M-V/def2-TZVPD" smiles="C=CCCCCC" homo_ev=-9.25 fmax_ev_per_a=5.2 total_energy_ha=-275.01645 total_charge=0 homo_lumo_gap_ev=10.471
C -2.280 -1.861 -1.673 1.6 -4.9 0.1 -1.131
C -0.871 -1.351 -1.553 2.9 0.6 -0.5 -0.403
C -0.652 -0.774 -0.178 1.2 -1.4 0.9 -0.290
C 0.850 -0.561 0.149 -0.7 -1.9 3.2 -0.950
C 1.223 0.847 0.206 2.3 3.2 -2.5 -0.408
C 0.797 1.486 1.453 -0.2 2.6 3.2 -0.063
C 1.258 2.665 1.979 -0.8 -1.9 -2.4 -0.949
H -2.241 -2.802 -2.332 -0.4 1.6 0.2 0.310
H -2.602 -2.402 -0.725 0.2 1.4 -0.8 0.305
H -2.969 -1.190 -2.047 -1.5 1.4 -0.5 0.349
H -0.545 -0.526 -2.252 -0.9 -0.8 0.1 0.244
H 0.023 -2.100 -1.710 -2.2 0.7 0.2 0.254
H -0.855 -1.651 0.515 -1.0 1.5 -0.4 0.267
H -1.226 0.176 -0.079 0.1 -0.9 0.6 0.251
H 0.930 -0.991 1.276 0.4 0.8 -2.5 0.319
H 1.511 -1.158 -0.459 0.0 -0.2 -0.4 0.498
H 2.376 1.104 0.091 -2.2 -0.8 0.0 0.310
H 0.704 1.375 -0.693 0.9 -0.6 1.3 0.227
H 0.081 0.926 2.044 -0.1 -0.1 0.1 0.285
H 1.832 3.213 1.289 1.3 0.6 -0.9 0.240
H 1.037 3.320 2.787 -0.8 -0.6 1.1 0.334

10.
26
Properties=species:S:1:pos:R:3:forces:R:3:mulliken_charge:R:1 method="wB97M-V/def2-TZVPD" smiles="CC(C)[C@]1(Br)[N+](=O)N(O)C1(C)C" homo_ev=-14.60 fmax_ev_per_a=3.4 total_energy_ha=-3108.65833 total_charge=+1 homo_lumo_gap_ev=9.119
C -0.234 0.959 -0.753 -0.2 0.4 -1.8 1.284
C 0.451 -0.138 0.158 2.6 0.0 -1.2 -0.971
C -1.749 0.947 -0.827 1.4 1.3 0.5 -1.330
C 0.314 1.247 -2.145 -1.6 -1.0 0.8 -1.889
C -0.600 -2.347 -0.050 -1.4 0.2 1.8 -1.190
C 0.889 -1.877 1.897 -0.6 0.7 2.2 -1.394
C -0.161 -1.202 0.992 -1.5 -1.2 -2.2 0.494
N 0.329 1.919 0.230 -1.6 0.0 -0.8 0.076
N 0.838 1.017 1.005 2.0 2.2 1.7 1.052
O 1.531 1.208 1.962 -0.7 -0.5 0.0 -0.579
O -0.051 3.212 0.479 -0.1 -1.9 -0.1 -0.359
Br 2.220 -0.789 -0.583 -0.9 0.5 0.0 0.075
H -2.009 1.904 -1.381 -0.2 -1.0 1.2 0.397
H -1.967 0.903 0.273 -1.5 -0.2 -1.4 0.385
H -1.952 0.141 -1.532 -0.8 -0.3 0.8 0.370
H 0.000 2.162 -2.548 -0.8 1.8 0.1 0.467
H -0.152 0.571 -2.829 0.2 -1.0 -0.4 0.418
H 1.335 1.261 -2.204 2.6 -0.4 -0.2 0.624
H 0.325 -2.864 -0.333 -0.6 0.4 -0.8 0.395
H -1.320 -1.971 -0.843 1.2 -0.7 0.7 0.287
H -1.153 -3.096 0.598 0.4 0.8 -0.9 0.368
H 1.335 -2.692 1.317 -0.2 0.0 0.6 0.430
H 0.390 -2.201 2.880 0.8 0.1 -1.6 0.334
H 1.732 -1.204 2.186 -0.8 -0.5 -0.1 0.397
H -1.111 -0.698 1.345 1.1 -1.0 0.6 0.465
H 0.770 3.629 0.705 1.0 1.1 0.4 0.394

11.
27
Properties=species:S:1:pos:R:3:forces:R:3:mulliken_charge:R:1 method="wB97M-V/def2-TZVPD" smiles="CC[C@@H](Cl)[C@H]1OCNC(NC)=[N+]1F" homo_ev=-13.74 fmax_ev_per_a=2.7 total_energy_ha=-1074.32494 total_charge=+1 homo_lumo_gap_ev=8.847
C -1.250 0.959 2.830 -0.6 0.9 -0.2 -0.966
C -0.293 1.886 2.000 0.2 -0.2 0.8 -0.639
C 0.976 1.157 1.394 0.0 1.1 0.2 -0.099
Cl 1.591 -0.066 2.580 -0.1 0.4 -0.8 -0.153
C 0.762 0.613 -0.055 0.7 0.5 0.1 -0.086
O 1.866 0.908 -0.914 -0.9 0.0 0.0 -0.476
C 1.403 0.890 -2.253 1.4 0.8 -0.8 -0.386
N 0.736 -0.373 -2.665 -0.4 -1.1 2.5 -0.373
C 0.089 -1.035 -1.555 0.4 0.2 -1.4 0.310
N -0.879 -1.862 -1.801 0.8 0.1 1.2 -0.042
C -1.552 -2.609 -0.692 -1.3 0.3 -0.2 -0.652
N 0.512 -0.842 -0.157 -1.9 0.5 -1.3 0.029
F 1.704 -1.551 -0.122 0.4 0.0 0.0 -0.200
H -2.120 1.597 3.149 0.7 -0.6 -0.4 0.354
H -0.800 0.593 3.785 -0.2 0.1 -1.1 0.358
H -1.660 0.129 2.202 0.4 0.4 0.7 0.135
H -0.850 2.452 1.209 0.5 -0.6 0.5 0.374
H 0.081 2.671 2.712 -0.2 -0.7 -0.7 0.342
H 1.771 1.945 1.317 -0.6 -0.9 -0.1 0.402
H -0.140 1.112 -0.521 0.4 -0.6 0.7 0.510
H 2.308 1.006 -2.905 -0.8 -0.1 0.6 0.399
H 0.758 1.779 -2.452 0.0 -0.9 0.2 0.286
H 1.430 -1.059 -2.984 -0.2 0.3 -0.3 0.347
H -1.161 -2.033 -2.769 0.1 0.3 0.3 0.362
H -2.412 -3.161 -1.149 1.0 0.2 0.4 0.322
H -2.019 -1.832 -0.037 0.6 -0.9 -0.3 0.248
H -0.851 -3.274 -0.147 -0.5 0.6 -0.5 0.294

12.
25
Properties=species:S:1:pos:R:3:forces:R:3:mulliken_charge:R:1 method="wB97M-V/def2-TZVPD" homo_ev=-13.05 fmax_ev_per_a=2.6 total_energy_ha=-1242.71793 total_charge=+1 homo_lumo_gap_ev=9.559
C -2.105 0.726 1.886 0.0 0.8 -0.6 -0.839
N -0.869 -0.024 1.593 1.8 0.0 -0.9 0.186
C -0.876 -1.424 2.063 0.6 0.3 -0.4 -0.952
C 0.315 0.558 1.115 -1.7 0.3 1.9 -0.319
Cl 1.653 0.270 2.208 0.2 -0.1 -0.4 -0.126
H -2.927 0.018 1.957 0.0 0.0 -0.3 0.328
H -2.125 1.296 2.836 0.6 -0.4 -0.4 0.317
H -2.313 1.430 1.067 0.0 -0.2 0.3 0.289
H -1.903 -1.756 2.090 -0.1 -0.2 -0.1 0.353
H -0.312 -2.000 1.332 -0.1 -0.3 0.1 0.336
H -0.444 -1.579 3.054 0.1 0.3 0.0 0.323
H 0.189 1.617 0.914 0.0 -0.2 0.0 0.615
C -0.533 1.270 -2.063 0.6 -0.3 0.3 -1.015
C 0.811 0.677 -1.735 -0.2 -0.4 0.8 0.653
N 1.270 0.303 -0.554 -1.1 0.4 -1.9 -0.164
C 2.648 -0.219 -0.673 0.9 -0.7 0.9 -0.805
C 3.132 -0.239 -2.128 0.0 0.0 -0.5 -0.453
S 1.785 0.424 -3.133 0.0 0.1 0.4 -0.062
H -1.103 1.398 -1.158 -0.4 0.1 0.1 0.112
H -0.370 2.226 -2.573 -0.2 -0.2 0.2 0.384
H -1.036 0.589 -2.760 -0.1 0.2 0.2 0.377
H 3.369 0.375 -0.082 -0.7 -0.2 -0.1 0.401
H 2.690 -1.254 -0.292 -0.2 0.5 0.1 0.375
H 4.001 0.391 -2.306 0.0 -0.1 0.2 0.342
H 3.356 -1.241 -2.490 0.0 0.0 0.2 0.343